1.
The following is a DFT calculation (the ωB97M-V functional and the def2-TZVPD basis) of a molecular structure, C6H14N2O2Rb in a non-equilibrium geometry.

Each line ends with the Löwdin charge.
Cartesian coordinates (Å):
H (17.9561, -19.0492, -21.2991)  0.15
N (18.2699, -20.4647, -19.6650)  -0.02
Rb (20.9082, -22.1347, -16.0022)  1.02
O (22.7919, -21.8974, -18.1323)  -0.19
H (26.6758, -20.2495, -19.1306)  0.11
H (23.7694, -20.2495, -16.6946)  0.07
H (16.8870, -20.3954, -21.2517)  0.14
H (19.7648, -22.0021, -19.4525)  0.11
O (18.8492, -20.6871, -17.3776)  0.03
H (24.0364, -22.2766, -19.7072)  0.15
H (25.4852, -20.6469, -20.4488)  0.09
C (25.6488, -20.1638, -19.4855)  -0.02
C (23.8053, -21.6800, -18.8112)  -0.30
N (24.6869, -20.7030, -18.5283)  -0.19
H (24.4179, -18.9003, -17.5153)  0.10
H (19.8843, -20.9957, -20.8053)  0.15
C (24.6359, -19.9420, -17.2801)  -0.02
H (18.6483, -22.2558, -20.7584)  0.14
H (25.2777, -19.1694, -19.7332)  0.10
H (16.6055, -19.1888, -20.1226)  0.12
C (17.4332, -19.7080, -20.6058)  0.06
C (19.1381, -21.4773, -20.1735)  0.04
H (25.5990, -20.0499, -16.7813)  0.11
C (18.2855, -20.0951, -18.3435)  -0.13
H (17.6261, -19.2167, -18.2678)  0.17

HOMO level (spin up / spin down) = -15.066 / -15.058 eV
total charge = +2
electronic energy = -14162.784 eV
molecular weight = 231.66 g/mol
strongest force on any atom = 4.41 eV/Å
multiplicity = 2
HOMO-LUMO gap (spin up / spin down) = 7.73 / 2.91 eV

2.
The following is a DFT calculation (the ωB97M-V functional and the def2-TZVPD basis) of C6H14N2S in the gas phase in a non-equilibrium geometry.

Each line ends with the Löwdin charge.
Cartesian coordinates (Å):
H (2.5312, -2.2257, 0.3187)  0.08
C (2.6151, -0.2906, -0.1396)  -0.21
H (2.1255, -1.3188, 1.8008)  0.12
H (-2.0520, 1.5348, 1.3059)  0.08
N (0.5751, -1.4701, 0.5593)  -0.28
C (-2.3451, -0.8844, -1.1544)  -0.15
S (-0.2700, -0.2183, 0.3956)  0.92
H (-2.9580, 1.4901, -0.2714)  0.11
H (2.4084, 1.7138, -0.9899)  0.13
H (2.0194, 1.6288, 0.8651)  0.12
H (-0.1774, 0.6006, 1.5596)  0.08
H (2.5671, -0.6172, -1.0709)  0.06
C (2.0065, 1.0945, -0.1427)  -0.28
C (2.0148, -1.4164, 0.6953)  -0.28
H (-2.1461, -0.1881, -1.9821)  0.08
C (-2.5954, 0.8170, 0.6077)  -0.19
N (0.6223, 0.9973, -0.6066)  -0.21
C (-1.8728, -0.3740, 0.1353)  -0.61
H (-3.4652, 0.4638, 1.0714)  0.05
H (-1.9124, -1.8982, -1.4886)  0.11
H (-3.3332, -1.0767, -1.0624)  0.03
H (3.6441, -0.1817, 0.3184)  0.14
H (-0.0018, 1.8196, -0.7245)  0.10

HOMO level = -7.460 eV
structure (SMILES) = CC(C)=[S@H]1=NCCCN1
total charge = 0
electronic energy = -20258.545 eV
molecular weight = 146.26 g/mol
strongest force on any atom = 5.87 eV/Å
HOMO-LUMO gap = 8.20 eV

3.
The following is a DFT calculation (the ωB97M-V functional and the def2-TZVPD basis) of a gas-phase ion, C6H14N3 (charge +1) in a non-equilibrium geometry.

Each line ends with the Löwdin charge.
Cartesian coordinates (Å):
C (0.3269, 0.7011, 0.3137)  -0.16
C (0.5093, 0.7435, -2.2272)  0.00
H (1.8277, -0.9363, 1.3259)  0.14
H (0.2474, -1.8634, -0.7771)  0.24
H (-0.4745, 0.4472, 2.1777)  0.14
N (-0.4356, -1.0733, -1.0712)  0.11
C (0.1803, 0.1682, -0.8975)  -0.31
C (-1.7042, -1.0671, -0.1930)  -0.13
C (0.8448, 1.9701, 0.8363)  -0.02
H (0.6726, 1.7618, -2.3632)  0.06
H (-2.2079, -0.0986, -0.5547)  0.18
N (0.8966, -1.1158, 1.7973)  0.09
C (-0.1397, -0.2729, 1.4568)  -0.36
H (1.1980, 2.0769, 1.8416)  0.09
N (-1.3708, -1.0779, 1.1533)  0.04
H (-1.3605, -1.9863, 1.5085)  0.10
H (-0.7077, -1.2028, -1.9664)  0.11
H (1.4574, 0.2789, -2.6239)  0.12
H (0.0515, 2.7224, 0.7873)  0.11
H (1.6418, 2.3289, 0.1146)  0.12
H (-0.3893, 0.5225, -2.9345)  0.13
H (-2.2076, -1.9415, -0.4493)  0.12
H (1.1435, -1.0856, 2.7449)  0.08

HOMO level = -13.420 eV
structure (SMILES) = CC1=C(C)[C@H](N)NC[NH2+]1
total charge = +1
electronic energy = -10911.138 eV
molecular weight = 128.20 g/mol
strongest force on any atom = 5.77 eV/Å
HOMO-LUMO gap = 10.37 eV

4.
The following is a DFT calculation (the ωB97M-V functional and the def2-TZVPD basis) of a gas-phase ion, C6H14N3 (charge +1) in a non-equilibrium geometry.

Each line ends with the Löwdin charge.
Cartesian coordinates (Å):
H (1.2235, 2.0708, -0.8265)  0.12
C (1.6013, 1.4686, 0.0201)  -0.12
H (-2.1395, 0.4926, 1.5488)  0.14
H (-1.0486, -1.6782, 0.3278)  0.18
C (2.2987, 0.1201, -0.4722)  -0.13
C (-2.3043, -0.1929, 0.6255)  -0.01
N (-0.9935, -0.6527, 0.1647)  -0.22
H (-1.3017, 0.4503, -1.6484)  0.12
H (1.8082, -2.8955, 0.9433)  0.11
C (-0.8703, -0.5520, -1.3487)  0.01
C (0.5492, 1.0928, 1.0626)  -0.28
H (-1.4647, -1.4318, -1.7374)  0.12
H (-3.0390, -0.9169, 0.8189)  0.08
H (2.3648, 2.0591, 0.5473)  0.12
H (0.8924, 1.2275, 2.0599)  0.12
H (-0.2156, 1.8499, 0.8237)  0.13
N (0.1080, -0.2155, 0.9968)  -0.03
H (-2.7515, 0.4759, -0.2166)  0.13
H (0.0950, -0.8515, -1.8238)  0.10
H (3.3248, 0.3533, -0.3264)  0.12
N (2.2321, -2.1336, 0.4488)  0.25
H (2.2275, -0.1695, -1.4984)  0.12
C (1.8453, -1.0341, 0.2194)  -0.17

HOMO level = -12.806 eV
total charge = +1
electronic energy = -10908.525 eV
molecular weight = 128.20 g/mol
strongest force on any atom = 5.20 eV/Å
HOMO-LUMO gap = 9.80 eV

5.
The following is a DFT calculation (the ωB97M-V functional and the def2-TZVPD basis) of a molecular structure, C6H14N3O6P2S5SbY.

Each line ends with the Löwdin charge.
Cartesian coordinates (Å):
C (-1.6055, -4.9774, 0.3248)  -0.08
H (2.0057, -1.9765, 1.0979)  -0.06
C (2.3043, -0.2716, -3.0377)  -0.10
H (3.9433, 1.7449, -1.1868)  0.09
Sb (-1.4373, 2.9645, -1.0613)  -0.16
N (2.8325, -2.0531, -1.8851)  0.06
Y (-1.5122, 0.0190, -0.4529)  0.74
H (-0.7789, -5.6854, 0.2514)  0.08
O (-1.7537, -1.1929, 1.6879)  -0.37
H (2.7669, -2.9986, -1.5317)  0.12
O (-3.4301, -3.1284, 2.0175)  -0.13
S (-1.3478, 5.1700, -1.4522)  -0.25
H (1.9435, 0.4613, -3.7348)  0.09
C (3.1204, -1.0012, -1.0884)  -0.79
H (-4.1982, -2.5866, 2.2387)  0.09
H (2.3833, 1.5340, -0.3493)  0.04
H (-0.3147, -2.9519, 2.6661)  0.14
C (2.3055, -1.6174, -3.0845)  -0.08
H (2.3940, 2.1098, -2.0158)  0.07
S (3.7530, -1.0572, 0.4913)  0.59
H (-2.4276, -5.4024, 0.9054)  0.08
S (-0.5835, 1.4041, -2.6428)  -0.16
C (2.8982, 1.4607, -1.3053)  -0.05
H (-1.4719, -4.1523, 2.9286)  0.15
P (0.3539, -2.9608, -0.0091)  0.32
C (-1.1322, -3.6614, 0.9096)  -0.49
S (-3.5038, 1.8348, -0.7239)  -0.21
O (-0.1722, -1.8143, -0.8347)  -0.41
H (-1.9670, -4.7932, -0.6861)  0.10
O (1.1169, -2.4136, 1.2855)  -0.22
N (2.8049, 0.0969, -1.8027)  -0.11
S (-0.2945, 2.0343, 0.8101)  -0.15
O (1.0718, -4.0755, -0.6721)  -0.30
P (-2.4162, -2.3614, 1.0144)  0.26
H (1.9514, -2.2961, -3.8371)  0.12
N (-0.6865, -3.8576, 2.3468)  0.17
H (0.0765, -4.5333, 2.3951)  0.16
O (-3.0140, -2.0356, -0.3121)  -0.33

HOMO level = -4.574 eV
total charge = -1
electronic energy = -103554.537 eV
molecular weight = 657.14 g/mol
strongest force on any atom = 0.25 eV/Å
HOMO-LUMO gap = 6.15 eV

6.
The following is a DFT calculation (the ωB97M-V functional and the def2-TZVPD basis) of a molecular structure, C6H14N3OPtS2 in a non-equilibrium geometry.

Each line ends with the Löwdin charge.
Cartesian coordinates (Å):
S (-0.3381, -0.2191, 4.0453)  1.08
H (0.7506, -0.0533, -1.7580)  0.11
H (0.5004, 2.1623, -1.6315)  0.12
C (-1.7607, 0.5722, -1.0696)  -0.31
C (1.1820, -0.7228, -1.0225)  -0.09
H (-0.0497, -2.4818, -1.5107)  0.16
H (2.1206, -1.0945, -1.4412)  0.17
C (1.7669, 1.5291, 0.0885)  -0.18
H (1.9618, 1.9136, 1.0930)  0.14
H (-2.4875, -1.4529, -1.2334)  0.17
N (-0.8954, -1.4460, 0.1938)  -0.20
H (0.6617, 3.3147, -0.3189)  0.13
Pt (-0.1387, -0.1854, 1.5227)  1.28
H (2.2623, -0.3411, 0.7281)  0.17
H (2.6913, 1.6742, -0.4805)  0.17
H (-2.7167, 1.0434, -1.3252)  0.13
C (0.2910, -1.9178, -0.6396)  -0.08
C (-2.0770, -0.7849, -0.4702)  -0.18
N (-1.0128, -1.0944, 3.0039)  -0.45
H (-1.2659, -2.2428, 0.7307)  0.15
N (1.4573, 0.0710, 0.2422)  -0.16
O (0.6278, 0.6092, 3.2502)  -0.58
S (-0.9711, 1.6294, 0.2164)  1.14
C (0.5924, 2.2470, -0.5479)  -0.29
H (-2.8394, -0.6920, 0.3079)  0.15
H (0.8410, -2.6151, -0.0021)  0.15
H (-1.1538, 0.5778, -1.9715)  0.10

HOMO level = -22.645 eV
total charge = +3
electronic energy = -37849.543 eV
molecular weight = 403.41 g/mol
strongest force on any atom = 1.81 eV/Å
HOMO-LUMO gap = 6.88 eV

7.
The following is a DFT calculation (the ωB97M-V functional and the def2-TZVPD basis) of 2 unconnected molecules or ions with the total composition C6H14N3S in a non-equilibrium geometry.

Each line ends with the Löwdin charge.
Cartesian coordinates (Å):
H (-2.6105, 0.7903, 3.5822)  -0.13
H (2.9599, 1.3109, -1.7406)  0.06
C (-4.0565, 2.0102, 0.4966)  0.16
C (2.2149, 0.6167, -1.5970)  -0.09
C (-0.0939, -1.5069, -1.4414)  -0.06
H (-1.6572, 0.1082, 0.5437)  0.07
H (1.3550, 1.0572, -1.9500)  0.04
C (1.3274, -0.8309, 0.3048)  -0.48
N (2.1375, -1.9992, 0.0069)  0.05
H (3.1298, 0.3940, 0.1584)  0.15
H (-4.8947, 1.5584, 0.0369)  0.10
N (-3.2927, 1.1586, 1.0493)  0.02
H (0.8037, -1.8946, -2.0422)  0.11
H (-1.0420, -1.2489, -1.9459)  0.08
H (-3.6803, 3.0134, 0.2488)  0.13
C (-2.3086, 0.4184, 1.3544)  -0.47
C (1.9698, 0.4770, -0.1030)  -0.20
H (1.5943, -2.8172, 0.2787)  0.09
S (-1.8629, 0.0222, 2.9134)  1.00
H (1.5948, 1.3093, 0.4927)  0.11
H (1.0850, -0.8057, 1.3741)  0.12
H (2.2263, -0.3677, -2.0803)  0.08
H (3.0664, -1.8779, 0.4427)  0.10
N (0.0344, -0.8961, -0.3831)  -0.03

HOMO level = -12.139 eV
total charge = +1
electronic energy = -21744.304 eV
molecular weight = 160.27 g/mol
strongest force on any atom = 4.76 eV/Å
HOMO-LUMO gap = 7.36 eV

8.
The following is a DFT calculation (the ωB97M-V functional and the def2-TZVPD basis) of a molecular structure, C6H14N4S in a non-equilibrium geometry.

Each line ends with the Löwdin charge.
Cartesian coordinates (Å):
C (2.1503, 1.3665, 0.3187)  -0.14
N (-0.0179, 0.6853, 0.5649)  -0.01
H (1.7721, -1.3385, 1.2522)  0.15
H (-3.9785, 1.2196, -1.1621)  -0.02
H (3.5609, -0.2449, -0.1556)  0.09
S (-2.4285, 0.3133, -0.0135)  0.79
H (0.4864, 1.5278, -1.1145)  0.11
H (0.0295, -0.5838, -1.2427)  0.16
H (2.2388, 1.2467, 1.3535)  0.10
C (2.6226, 0.1027, -0.4240)  -0.14
N (-3.1027, 0.7800, -1.3529)  -0.26
C (-0.9298, -1.5820, 0.3121)  -0.30
H (2.0192, -1.9197, -0.3387)  0.07
C (0.2699, -0.5912, -0.1159)  -0.40
H (-2.1063, -1.6377, -1.2478)  0.09
H (0.2653, 2.5581, 0.3256)  0.12
N (-2.1924, -1.3409, -0.2988)  -0.18
C (0.7013, 1.6564, -0.0866)  -0.26
H (2.4050, 0.0793, -1.4141)  0.08
H (-0.4566, -2.6434, 0.1537)  0.15
H (-0.9372, -1.4343, 1.4575)  0.13
C (1.7054, -1.0641, 0.1265)  -0.14
H (-3.5712, 0.1101, 1.8329)  -0.02
N (-3.4337, 0.6965, 1.0599)  -0.24
H (2.9280, 2.0381, 0.2101)  0.08

HOMO level (spin up / spin down) = -8.311 / -8.651 eV
total charge = 0
electronic energy = -23237.681 eV
molecular weight = 174.27 g/mol
strongest force on any atom = 5.87 eV/Å
HOMO-LUMO gap (spin up / spin down) = 7.89 / 7.53 eV

9.
The following is a DFT calculation (the ωB97M-V functional and the def2-TZVPD basis) of 2 unconnected molecules or ions with the total composition C6H14N5 in a non-equilibrium geometry.

Each line ends with the Löwdin charge.
Cartesian coordinates (Å):
N (0.3568, 0.3893, 0.6244)  0.01
N (0.0621, 1.4684, 0.9865)  -0.17
H (1.0293, -1.8057, -0.7107)  0.09
H (-5.1981, 1.2181, -0.7034)  0.11
H (-0.8555, -0.4065, 0.8079)  0.07
H (-1.3255, -2.1232, 0.6921)  0.19
C (-4.3164, 0.7961, -1.1958)  0.03
H (-4.6131, 0.0192, -1.8559)  0.10
N (-0.5947, 2.3327, 1.2641)  0.27
H (2.6231, 1.2425, -1.4905)  0.08
H (0.9593, 0.6449, -1.6110)  0.05
H (-3.4950, 1.3438, -1.5121)  0.08
N (-3.6329, -0.0416, -0.2239)  0.14
C (1.7147, -0.0204, 0.2130)  -0.54
H (2.3032, -0.4579, -1.8372)  0.09
C (1.7206, -1.6276, 0.1725)  -0.04
C (-2.7206, -0.6355, 0.1465)  -0.17
C (1.9309, 0.4469, -1.2838)  -0.01
H (3.7982, 0.4544, 0.8065)  0.15
H (2.6913, -0.0711, 2.1582)  0.06
C (2.6855, 0.4586, 1.2452)  -0.06
H (1.3262, -2.0195, 1.0991)  0.07
H (2.7435, -2.0442, 0.0288)  0.10
N (-1.7002, -1.1162, 0.6684)  0.18
H (2.5074, 1.5546, 1.5110)  0.10

HOMO level = -13.748 eV
total charge = +1
electronic energy = -13888.853 eV
molecular weight = 156.21 g/mol
strongest force on any atom = 5.22 eV/Å
HOMO-LUMO gap = 10.44 eV

10.
The following is a DFT calculation (the ωB97M-V functional and the def2-TZVPD basis) of 2 unconnected molecules or ions with the total composition C6H14N5 in a non-equilibrium geometry.

Each line ends with the Löwdin charge.
Cartesian coordinates (Å):
H (0.0005, -0.6783, -0.3395)  0.06
H (-0.3991, 1.4901, -3.4004)  0.10
C (-0.8944, -0.1306, 2.2912)  -0.18
H (2.8730, -2.1045, -1.5535)  0.14
H (-2.5288, 1.2335, -0.0856)  0.16
H (-1.5058, 1.4523, 3.9223)  0.17
H (0.4617, -2.2445, -0.8326)  0.13
C (0.1167, -1.1028, 2.7505)  0.02
H (-0.2816, -2.1144, 2.6625)  0.12
H (-0.9107, 0.1973, -2.3783)  0.09
H (-2.5324, 2.5994, 2.1152)  0.20
N (-2.0566, 1.7210, 1.9376)  0.15
C (1.4246, -0.7438, -1.8812)  -0.43
H (3.2934, -0.9494, -2.7169)  0.14
N (2.6744, -1.2064, -1.9622)  0.22
N (1.1408, 0.3894, -2.5212)  0.06
C (-0.1889, 0.9970, -2.4604)  -0.03
C (-1.9641, 0.9788, 0.8018)  -0.01
H (0.9590, -1.0215, 2.0428)  0.10
C (-1.4276, 1.0684, 2.9176)  0.14
N (-1.1197, -0.0379, 0.9670)  0.11
N (0.5622, -1.2578, -0.9933)  0.18
H (-0.2138, 1.7179, -1.6491)  0.08
H (1.7911, 0.6325, -3.2511)  0.16
H (0.7261, -0.8858, 3.6170)  0.10

HOMO level (spin up / spin down) = -17.288 / -17.291 eV
total charge = +2
electronic energy = -13882.906 eV
molecular weight = 156.21 g/mol
strongest force on any atom = 2.19 eV/Å
multiplicity = 2
HOMO-LUMO gap (spin up / spin down) = 10.34 / 6.35 eV